Density functional theory data (ωB97M-V with the def2-TZVPD basis set) for a single C5H4N4S molecule in a non-equilibrium geometry.

Element x y z (Å)
C1 1.304 1.901 2.357
C2 -0.315 1.247 0.883
C3 1.851 -1.535 -0.249
C4 -1.592 -0.024 -0.757
C5 -0.525 -1.017 -1.249
N1 2.280 2.386 2.676
N2 0.072 1.613 1.976
N3 2.881 -1.476 -0.714
N4 -0.984 1.124 -0.122
S1 0.239 -1.715 0.306
H1 -2.384 0.335 -1.492
H2 -2.214 -0.436 -0.044
H3 -0.930 -1.895 -1.846
H4 0.317 -0.507 -1.726

**E_HOMO (spin up / spin down)**: -5.7 / -10.5 eV
**LUMO level (spin up / spin down)**: 0.0085 / -0.1570 Eh
**Multiplicity**: 3
**ΔE to the lowest compared entry with this formula, charge and spin**: 2.025 eV
**⟨S²⟩**: 2.01



Density functional theory data (ωB97M-V with the def2-TZVPD basis set) for a molecular structure, C5H4NO2 in a non-equilibrium geometry.

Element x y z (Å)
C1 -0.834 -0.054 1.014
C2 0.309 0.409 0.664
C3 -3.598 -0.360 -0.132
C4 1.269 0.919 -0.157
C5 2.304 -0.243 -0.529
N1 -2.444 -0.272 -0.066
O1 1.418 2.106 -0.473
O2 -4.728 -0.388 -0.388
H1 -1.289 -0.395 1.931
H2 2.430 -0.788 0.369
H3 3.265 0.174 -1.047
H4 1.898 -1.108 -1.186

**E_HOMO**: -4.3 eV
**LUMO level**: 0.1436 Eh
**Net charge**: -1
**ΔE to the lowest compared entry with this formula, charge and spin**: 2.668 eV



Density functional theory data (ωB97M-V with the def2-TZVPD basis set) for a gas-phase ion, C5H4NO2 (charge -1) in a non-equilibrium geometry.

Element x y z (Å)
O1 -3.021 -0.014 -1.300
C1 -2.018 -0.258 -0.677
C2 -0.546 0.186 -0.854
C3 -0.079 -0.821 0.291
N1 -0.036 -0.250 1.631
C4 -1.385 -0.553 1.888
O2 -1.997 -0.478 3.015
C5 -1.598 -1.239 0.596
H1 -0.125 0.263 -1.841
H2 -0.167 1.228 -0.527
H3 0.730 -1.498 -0.021
H4 0.692 0.084 2.277

**SMILES string**: O=C1C[C@H]2NC([O-])=C12
**E_HOMO**: -3.0 eV
**LUMO level**: 0.1539 Eh
**Net charge**: -1
**ΔE to the lowest compared entry with this formula, charge and spin**: 2.797 eV



Density functional theory data (ωB97M-V with the def2-TZVPD basis set) for a gas-phase ion, C5H4NO3 (charge -1) in a non-equilibrium geometry.

Element x y z (Å)
C1 1.236 -0.526 -0.193
C2 0.343 -0.858 -1.184
C3 0.784 0.260 0.951
C4 -0.954 1.802 -1.064
C5 -1.214 0.724 -0.186
N1 0.164 -0.448 1.881
O1 0.137 2.319 -1.469
O2 -2.189 0.708 0.514
O3 -0.970 -0.500 -1.118
H1 2.271 -0.530 -0.450
H2 0.590 -1.477 -2.075
H3 -0.323 0.010 2.556
H4 0.125 -1.485 1.836

**E_HOMO (spin up / spin down)**: -2.4 / -2.4 eV
**LUMO level (spin up / spin down)**: 0.1489 / 0.1490 Eh
**Net charge**: -1
**ΔE to the lowest compared entry with this formula, charge and spin**: 5.869 eV